Entry 1:
C43H69N3O4S3SbSeTi | the ωB97M-V functional and the def2-TZVPD basis

XYZ file:
```
125
Properties=species:S:1:pos:R:3:lowdin_spin:R:1
Ti 1.418 -0.589 -1.315 0.954
C -3.358 3.908 3.599 0.000
C -2.412 2.722 3.790 0.000
C -3.206 1.575 4.435 0.000
C -1.294 3.154 4.748 0.000
C -1.807 2.241 2.472 0.000
C -0.896 1.187 2.472 0.000
C -0.353 0.725 1.292 0.001
Se 0.788 -0.819 1.211 0.004
C -0.663 -2.013 0.756 0.007
C -1.490 -2.455 1.773 0.000
C -2.590 -3.255 1.498 0.000
C -2.782 -3.608 0.164 0.000
C -1.969 -3.202 -0.887 -0.001
C -0.872 -2.341 -0.601 0.006
O -0.103 -1.852 -1.537 0.018
C -2.350 -3.701 -2.293 0.000
C -2.378 -5.239 -2.289 0.000
C -1.400 -3.279 -3.418 0.000
C -3.748 -3.172 -2.653 0.000
C -3.570 -3.731 2.568 0.000
C -3.188 -3.223 3.959 0.000
C -4.979 -3.211 2.245 0.000
C -3.598 -5.265 2.610 0.000
C -0.653 1.303 0.040 0.001
O -0.054 0.880 -1.047 -0.001
C -1.627 2.333 0.019 0.000
C -2.158 2.770 1.232 0.000
C -2.140 2.869 -1.320 0.000
C -1.004 3.479 -2.153 0.000
C -3.208 3.953 -1.145 0.000
C -2.783 1.704 -2.093 0.000
H -3.737 4.233 4.571 0.000
H -2.848 4.754 3.134 0.000
H -4.216 3.642 2.977 0.000
H -3.650 1.897 5.382 0.000
H -4.005 1.243 3.769 0.000
H -2.562 0.718 4.636 0.000
H -1.712 3.473 5.708 0.000
H -0.597 2.337 4.936 0.000
H -0.726 3.985 4.324 0.000
H -0.603 0.701 3.397 0.000
H -1.263 -2.142 2.784 0.000
H -3.631 -4.241 -0.074 0.000
H -1.393 -5.632 -2.032 0.000
H -3.097 -5.637 -1.571 0.000
H -2.650 -5.612 -3.281 0.000
H -0.378 -3.593 -3.220 0.000
H -1.387 -2.199 -3.550 0.000
H -1.744 -3.746 -4.349 0.000
H -4.507 -3.506 -1.942 0.000
H -3.747 -2.080 -2.656 0.000
H -4.039 -3.520 -3.650 0.000
H -3.181 -2.131 3.995 0.000
H -3.915 -3.581 4.694 0.000
H -2.201 -3.580 4.258 0.000
H -4.983 -2.120 2.219 0.000
H -5.319 -3.569 1.271 0.000
H -5.696 -3.546 3.001 0.000
H -2.605 -5.657 2.841 0.000
H -4.299 -5.618 3.373 0.000
H -3.904 -5.682 1.649 0.000
H -2.893 3.563 1.205 0.000
H -0.581 4.348 -1.641 0.000
H -0.212 2.754 -2.324 0.000
H -1.392 3.812 -3.122 0.000
H -2.822 4.817 -0.599 0.000
H -3.530 4.297 -2.132 0.000
H -4.088 3.576 -0.619 0.000
H -2.071 0.894 -2.233 0.000
H -3.640 1.313 -1.539 0.000
H -3.132 2.045 -3.073 0.000
S 6.419 -2.350 -2.395 -0.001
Sb 5.488 -1.830 -0.323 -0.001
S 5.706 0.513 -0.038 -0.001
S 2.941 -2.295 -0.729 -0.032
C 0.463 0.687 -4.214 0.000
C 1.097 -0.579 -4.737 0.000
O 1.786 -1.245 -3.691 0.005
C 2.265 -2.540 -4.088 0.000
C 3.425 -2.483 -5.061 0.000
H -0.145 1.152 -4.993 0.000
H 1.224 1.401 -3.893 0.000
H -0.191 0.474 -3.368 0.000
H 1.800 -0.340 -5.543 0.000
H 0.334 -1.252 -5.150 0.000
H 1.417 -3.083 -4.527 0.000
H 2.563 -3.024 -3.161 0.000
H 4.302 -2.039 -4.589 0.000
H 3.173 -1.959 -5.986 0.000
H 3.699 -3.509 -5.320 0.000
C 4.824 0.570 -3.361 0.000
N 4.368 1.865 -2.864 0.002
C 5.167 2.987 -3.286 0.000
C 3.481 1.908 -1.845 0.004
O 2.658 0.982 -1.708 0.029
N 3.384 3.059 -1.103 0.003
C 2.121 3.356 -0.457 0.000
C 4.545 3.659 -0.469 0.000
H 4.881 0.611 -4.453 0.000
H 4.131 -0.210 -3.067 0.000
H 5.796 0.315 -2.938 0.000
H 5.248 2.954 -4.376 0.000
H 6.182 2.948 -2.876 0.000
H 4.695 3.924 -3.000 0.000
H 1.371 2.629 -0.751 0.000
H 1.779 4.357 -0.740 0.000
H 2.223 3.346 0.633 0.000
H 4.567 4.740 -0.650 0.000
H 5.460 3.194 -0.815 0.000
H 4.505 3.473 0.608 0.000
N 3.156 1.007 2.076 0.001
C 3.153 0.790 3.426 0.000
C 2.326 1.523 4.291 0.000
C 2.311 1.254 5.650 0.000
C 3.102 0.247 6.190 0.000
C 3.915 -0.490 5.333 0.000
C 3.946 -0.229 3.976 0.000
H 2.819 1.896 1.748 0.000
H 3.957 0.695 1.515 0.000
H 1.687 2.297 3.879 0.000
H 1.667 1.840 6.297 0.000
H 3.082 0.037 7.252 0.000
H 4.536 -1.284 5.730 0.000
H 4.578 -0.809 3.314 0.000
```

Properties
<S²>: 0.755
Total energy, hartree: -6831.124736
Total charge: -2
2S+1: 2
Kohn-Sham gap (alpha / beta), hartree: 0.167 / 0.168
ΔE to the lowest compared entry with this formula, charge and spin, eV: 0.8486
LUMO (alpha / beta), eV: 3.756 / 3.756



Entry 2:
C34H47F21O26S3 | the ωB97M-V functional and the def2-TZVPD basis

XYZ file:
```
131
Properties=species:S:1:pos:R:3:mulliken_charge:R:1
C -6.361 -4.576 -0.711 -1.081
C -6.108 -4.263 -2.147 -0.235
O -6.672 -5.142 -3.138 -0.255
C -7.383 -4.655 -4.181 0.450
O -7.462 -3.426 -4.588 -0.562
C -8.213 -5.734 -4.967 0.791
F -9.591 -5.454 -5.039 -0.240
F -7.656 -5.786 -6.147 -0.209
F -8.069 -6.961 -4.346 -0.238
H -5.883 -5.546 -0.570 0.306
H -7.436 -4.496 -0.556 0.331
H -5.869 -3.809 -0.112 0.322
H -5.037 -4.325 -2.340 0.285
H -6.538 -3.267 -2.248 0.338
C 3.564 4.789 -5.622 -1.114
C 3.235 6.223 -5.261 -0.187
O 2.623 6.378 -3.917 -0.298
C 3.368 6.040 -2.794 0.382
O 4.567 5.760 -2.828 -0.515
C 2.689 6.373 -1.409 0.816
F 2.962 7.626 -1.139 -0.237
F 1.355 6.240 -1.455 -0.236
F 3.128 5.550 -0.493 -0.227
H 3.419 4.653 -6.694 0.359
H 3.081 3.938 -5.143 0.318
H 4.618 4.527 -5.533 0.316
H 2.527 6.524 -6.033 0.330
H 4.038 6.934 -5.454 0.291
C 0.498 1.061 -1.047 -1.079
C 0.826 -0.242 -1.778 -0.264
O 0.673 -1.428 -0.920 -0.264
C -0.254 -2.408 -1.141 0.389
O -0.931 -2.355 -2.149 -0.569
C -0.053 -3.490 -0.056 0.926
F 0.511 -3.012 1.074 -0.235
F -1.212 -3.964 0.221 -0.228
F 0.773 -4.430 -0.519 -0.244
H 0.514 1.898 -1.745 0.380
H 1.226 1.146 -0.241 0.273
H -0.437 1.037 -0.489 0.292
H 1.847 -0.178 -2.156 0.256
H 0.170 -0.366 -2.640 0.365
C 7.409 0.995 -1.494 -1.078
C 5.892 0.555 -1.279 -0.262
O 5.716 -0.840 -1.198 -0.185
C 5.778 -1.669 -2.352 0.324
O 5.753 -1.230 -3.506 -0.499
C 5.637 -3.160 -2.054 0.806
F 6.633 -3.761 -2.664 -0.257
F 5.845 -3.461 -0.753 -0.239
F 4.563 -3.791 -2.544 -0.239
H 8.032 0.215 -1.933 0.334
H 7.897 1.251 -0.553 0.295
H 7.485 1.845 -2.171 0.312
H 5.374 1.042 -2.105 0.225
H 5.383 1.085 -0.474 0.467
C -1.516 5.092 3.404 -1.056
C -2.058 4.763 4.835 -0.225
O -3.464 4.562 4.847 -0.219
C -4.267 5.608 5.133 0.332
O -3.921 6.776 4.998 -0.506
C -5.641 5.240 5.670 0.849
F -6.263 4.444 4.855 -0.233
F -5.669 4.750 6.892 -0.240
F -6.466 6.349 5.622 -0.264
H -1.731 4.288 2.700 0.235
H -0.441 5.259 3.469 0.373
H -1.961 6.002 3.000 0.331
H -1.738 5.472 5.598 0.346
H -1.476 3.845 4.922 0.278
C 0.916 -6.033 6.853 -1.144
C 0.016 -5.787 8.044 -0.198
O -0.123 -6.925 8.785 -0.253
C -0.100 -6.946 10.223 0.371
O 0.530 -6.103 10.893 -0.513
C -0.880 -8.082 10.858 0.854
F -0.306 -8.684 11.885 -0.239
F -2.006 -7.626 11.365 -0.236
F -1.056 -9.007 9.908 -0.231
H 1.907 -6.300 7.219 0.305
H 0.955 -5.126 6.250 0.357
H 0.555 -6.824 6.194 0.309
H -1.033 -5.574 7.836 0.287
H 0.464 -5.011 8.665 0.332
C 4.859 -1.374 4.446 -1.082
C 4.864 0.059 3.769 -0.230
O 4.389 1.197 4.540 -0.271
C 5.343 2.069 5.070 0.380
O 6.579 1.910 5.010 -0.512
C 4.625 3.244 5.781 0.839
F 5.429 4.328 5.764 -0.244
F 3.548 3.562 5.023 -0.226
F 4.365 3.033 7.101 -0.234
H 5.383 -1.391 5.402 0.311
H 5.173 -2.167 3.768 0.350
H 3.840 -1.735 4.584 0.285
H 4.287 0.010 2.845 0.320
H 5.879 0.250 3.421 0.314
O -4.278 5.007 -2.937 -0.529
S -3.540 4.110 -3.901 1.011
O -2.086 4.304 -3.972 -0.454
O -3.971 2.540 -3.718 -0.248
C -4.052 1.856 -4.881 -0.251
C -4.148 2.927 -6.054 -0.257
O -4.206 4.166 -5.391 -0.333
H -3.091 1.342 -4.901 0.261
H -4.865 1.139 -4.999 0.267
H -5.023 2.781 -6.687 0.288
H -3.275 2.889 -6.706 0.247
O 0.064 0.184 -8.972 -0.524
S 1.362 -0.333 -8.528 1.067
O 1.844 -0.068 -7.170 -0.434
O 1.602 -1.898 -8.951 -0.332
C 1.869 -2.017 -10.382 -0.275
C 2.643 -0.753 -10.794 -0.223
O 2.499 0.073 -9.697 -0.352
H 2.564 -2.853 -10.459 0.261
H 0.886 -2.176 -10.827 0.274
H 2.470 -0.276 -11.758 0.296
H 3.678 -1.022 -11.007 0.241
O -5.919 0.304 1.984 -0.527
S -4.636 0.711 2.558 1.033
O -4.207 2.069 2.269 -0.458
O -4.609 0.421 4.210 -0.344
C -3.415 -0.198 4.698 -0.177
C -2.595 -0.537 3.459 -0.294
O -3.384 -0.429 2.322 -0.285
H -2.809 0.460 5.320 0.247
H -3.701 -1.110 5.223 0.266
H -2.212 -1.555 3.386 0.301
H -1.695 0.065 3.341 0.235
```

Properties
Structure (SMILES): CCOC(=O)C(F)(F)F.CCOC(=O)C(F)(F)F.CCOC(=O)C(F)(F)F.CCOC(=O)C(F)(F)F.CCOC(=O)C(F)(F)F.CCOC(=O)C(F)(F)F.CCOC(=O)C(F)(F)F.O=S1(=O)OCCO1.O=S1(=O)OCCO1.O=S1(=O)OCCO1
Total energy, hartree: -6571.492642
Kohn-Sham gap, hartree: 0.397
ΔE to the lowest compared entry with this formula, charge and spin, eV: 7.8634
LUMO, eV: -0.366



Entry 3:
C4H14NO3 | the ωB97M-V functional and the def2-TZVPD basis

XYZ file:
```
22
Properties=species:S:1:pos:R:3:mulliken_charge:R:1
O 1.425 1.553 0.729 -0.372
C 0.853 1.204 1.681 -0.006
C -0.156 0.005 1.401 -0.134
N 0.098 -0.458 -0.017 -0.112
C 1.121 -1.607 -0.009 -0.907
C -1.589 0.684 1.333 -1.228
H 0.797 1.397 2.708 0.446
H -0.117 -0.801 2.129 0.491
H -0.686 -0.822 -0.496 0.289
H 0.498 0.427 -0.623 0.431
H 1.766 -1.461 0.826 0.380
H 1.482 -1.787 -1.023 0.331
H 0.592 -2.574 0.276 0.361
H -1.470 1.572 0.744 0.359
H -2.149 0.675 2.212 0.405
H -2.214 -0.137 0.880 0.291
H 2.987 1.185 -2.040 0.296
H 1.996 1.916 -2.881 0.281
O 2.074 1.515 -2.031 -0.554
H -2.249 -1.539 -2.243 0.296
H -2.904 -0.189 -1.900 0.284
O -2.155 -0.758 -1.656 -0.628
```

Properties
Total energy, hartree: -440.989368
Total charge: +1
Kohn-Sham gap, hartree: 0.413
ΔE to the lowest compared entry with this formula, charge and spin, eV: 1.8785
LUMO, eV: -2.808



Entry 4:
C7H13BS2 | the ωB97M-V functional and the def2-TZVPD basis

XYZ file:
```
23
Properties=species:S:1:pos:R:3:mulliken_charge:R:1
C -1.640 1.706 0.159 -0.576
C -1.528 1.326 -1.134 -0.309
C -1.917 -0.110 -1.477 -0.317
C -2.722 -0.425 -0.190 -0.799
C -1.936 0.369 0.917 -0.053
H -1.859 2.723 0.429 0.429
H -1.105 1.894 -1.971 0.370
H -1.218 -1.076 -1.401 0.156
H -2.506 -0.076 -2.427 0.304
H -2.630 -1.547 -0.032 0.319
H -3.721 0.042 -0.090 0.311
H -2.499 0.357 1.832 0.432
H -0.893 -0.108 1.132 -0.160
B 1.334 0.372 1.265 0.228
S 2.209 -0.961 2.155 -0.180
C 3.068 -1.491 0.486 -0.669
C 3.287 -0.239 -0.332 -0.574
S 1.684 0.556 -0.403 -0.096
H 0.426 0.867 1.462 -0.174
H 2.506 -2.186 -0.043 0.345
H 4.016 -1.938 0.789 0.377
H 3.993 0.554 0.109 0.262
H 3.653 -0.610 -1.236 0.376
```

Properties
Structure (SMILES): C1=CCCC1.B1SCCS1
Total energy, hartree: -1095.679697
Kohn-Sham gap, hartree: 0.345
ΔE to the lowest compared entry with this formula, charge and spin, eV: 0.0000
LUMO, eV: 0.473



Entry 5:
C10H10NO3 | the ωB97M-V functional and the def2-TZVPD basis

XYZ file:
```
24
Properties=species:S:1:pos:R:3:mulliken_charge:R:1
C 2.210 1.604 -0.722 -0.560
C 2.367 0.389 -0.161 -0.892
C 0.996 1.956 -1.384 -0.313
C 1.274 -0.604 -0.244 0.944
C -0.109 1.151 -1.378 -0.813
C -0.040 -0.073 -0.689 0.154
C 0.891 -1.485 0.965 0.285
C -0.911 1.087 2.220 0.736
C -0.567 -1.846 0.672 -0.706
C -2.436 -0.633 -0.468 -1.014
N -1.027 -0.816 -0.234 0.082
O 1.567 -1.816 1.874 -0.481
O 0.135 1.350 1.837 -0.334
O -1.964 0.790 2.547 -0.356
H 2.998 2.338 -0.686 0.460
H 3.285 0.079 0.313 0.489
H 0.942 2.922 -1.862 0.431
H 1.605 -1.367 -0.971 0.534
H -1.035 1.489 -1.814 0.383
H -0.571 -2.838 0.202 0.428
H -1.194 -1.897 1.566 0.423
H -2.946 -1.586 -0.341 0.377
H -2.860 0.081 0.240 0.334
H -2.611 -0.274 -1.481 0.408
```

Properties
Total energy, hartree: -667.300218
Total charge: +1
Kohn-Sham gap (alpha / beta), hartree: 0.306 / 0.306
ΔE to the lowest compared entry with this formula, charge and spin, eV: 0.0000
LUMO (alpha / beta), eV: -5.062 / -5.062